Record 1
ORCA calculation (wB97M-V/def2-TZVPD) on a single C6H13N3 molecule.

Output
Relative energy (zero: lowest compared OMol25 entry of this formula, charge and spin) ... 5.296 eV
E_HOMO (spin up / spin down) ... -8.4 / -8.0 eV

The geometry in ORCA input format:
```
! RIJCOSX wB97M-V def2-TZVPD def2/J DEFGRID3
* xyz 0 1
C -2.61520 0.69664 -0.34150
C -2.64337 -0.83572 -0.09692
C -1.45686 1.29901 0.46289
C 3.08152 0.55692 -0.29689
C 1.63705 -1.37228 0.53625
C 1.74932 -0.18421 -0.41307
N -1.43230 -1.42992 -0.35111
N 0.69339 0.78066 -0.24895
N -0.32901 0.43628 0.34637
H -2.44657 0.87298 -1.40617
H -3.56260 1.15027 -0.04386
H -2.98461 -1.02822 0.94111
H -3.39704 -1.27102 -0.77305
H -1.23774 2.31569 0.11336
H -1.72675 1.31674 1.52440
H 3.22368 0.91733 0.71865
H 3.90113 -0.11125 -0.54826
H 3.09650 1.40585 -0.97538
H 1.74733 -1.03359 1.56476
H 2.40788 -2.10487 0.31605
H 0.65628 -1.82926 0.41648
H 1.63799 -0.54805 -1.44517
*
```

Record 2
ORCA calculation (wB97M-V/def2-TZVPD) on 5 unconnected molecules or ions with the total composition C39H48ClF6N5O5S.

Output
Structure (SMILES) ... CC(C)CC[C@]1(C(F)(F)c2cccc(C(F)(F)F)c2)NC(=O)[C@@H](CCCCS(=O)(=O)O)[C@@]1(Cl)CC(=O)F.c1cc[nH]c1.c1cc[nH]c1.c1cc[nH]c1.c1cc[nH]c1
E_HOMO ... -7.7 eV

The geometry in ORCA input format:
```
! RIJCOSX wB97M-V def2-TZVPD def2/J DEFGRID3
* xyz 0 1
C -1.21359 -4.88228 -0.89779
C -1.26032 -4.04495 0.41494
C -2.16864 -4.86914 1.39398
C -1.96306 -2.71211 0.00503
C -2.23168 -1.83590 1.25137
C -3.00699 -0.51586 0.92971
C -4.49378 -0.84701 0.60828
F -4.75419 -2.18641 0.73297
F -5.33816 -0.25248 1.49517
C -4.94762 -0.45528 -0.79893
C -4.42959 -1.00829 -1.94963
C -4.88567 -0.66323 -3.20213
C -5.89127 0.27290 -3.35221
C -6.40929 0.83377 -2.19784
C -7.53612 1.84971 -2.37073
F -8.34852 1.83312 -1.29736
F -8.30044 1.46128 -3.41430
F -7.09494 3.08852 -2.58430
C -5.95347 0.49044 -0.95084
N -2.18699 0.04948 -0.17827
C -1.05959 0.74002 0.44260
O -0.11666 1.05583 -0.24065
C -1.33357 0.93751 1.94770
C -0.82067 2.19867 2.68832
C 0.45448 2.85422 2.11639
C 1.74177 2.00824 2.25442
C 2.77807 2.50887 1.21984
S 3.84598 1.21629 0.60953
O 4.54960 0.53955 1.64561
O 4.79262 1.83011 -0.30044
O 3.00612 0.16883 -0.26482
C -2.87387 0.65061 1.96023
Cl -3.20015 0.15653 3.66359
C -3.51512 2.01229 1.46499
C -4.24118 2.66333 2.62962
O -3.87530 3.62750 3.24180
F -5.43346 2.10508 2.95431
H -2.24297 -4.93813 -1.28846
H -0.58439 -4.42666 -1.67204
H -0.93768 -5.92617 -0.70216
H -0.25485 -3.87217 0.81836
H -3.19504 -4.51377 1.21477
H -1.88884 -4.70353 2.43894
H -2.13653 -5.91942 1.09427
H -1.28557 -2.22947 -0.70554
H -2.90113 -3.03562 -0.45871
H -2.74727 -2.41706 2.02510
H -1.23646 -1.63463 1.67587
H -3.63261 -1.74715 -1.91742
H -4.48605 -1.13355 -4.09788
H -6.25279 0.51025 -4.34703
H -6.41782 0.98968 -0.10349
H -2.64353 0.77412 -0.73302
H -0.95480 0.12236 2.57825
H -0.56179 1.88006 3.70839
H -1.56624 2.99292 2.80297
H 0.27836 3.22316 1.09734
H 0.61459 3.76291 2.71895
H 2.15103 2.18226 3.25698
H 1.51428 0.93905 2.17034
H 3.38880 3.34400 1.57942
H 2.22614 2.90604 0.35406
H 2.56827 0.73621 -0.92682
H -4.27600 1.77171 0.71119
H -2.77132 2.68221 1.03611
C -0.11299 -6.04050 6.62147
C 0.92623 -5.50478 5.81436
C 0.41816 -4.40922 5.16990
N -0.88866 -4.26433 5.55278
C -1.21769 -5.25227 6.44094
H -0.05473 -6.90496 7.26176
H 1.93131 -5.88102 5.71918
H 0.87072 -3.72289 4.47383
H -1.50980 -3.54455 5.23236
H -2.20611 -5.30871 6.86450
C 3.69738 6.43671 -2.23922
C 4.46167 6.96813 -1.16700
C 4.87382 5.91139 -0.39799
N 4.38584 4.76396 -0.96046
C 3.67178 5.07520 -2.08553
H 3.22304 6.99002 -3.03292
H 4.68428 8.00612 -0.98263
H 5.47049 5.87726 0.49831
H 4.53038 3.83343 -0.59981
H 3.20878 4.30325 -2.67770
C 8.63636 2.60504 -3.68843
C 7.64979 3.62682 -3.70507
C 6.83581 3.42628 -2.61991
N 7.28941 2.32201 -1.95382
C 8.38789 1.81854 -2.59380
H 9.43591 2.46414 -4.39729
H 7.54932 4.41867 -4.42922
H 5.97389 3.97188 -2.26598
H 6.87508 1.94026 -1.12136
H 8.89532 0.94604 -2.21787
C 2.76330 -3.83470 -4.69986
C 1.74419 -3.14260 -5.40683
C 1.15074 -2.27998 -4.52568
N 1.76754 -2.42614 -3.31107
C 2.75554 -3.36892 -3.41308
H 3.42693 -4.58700 -5.09257
H 1.47881 -3.26421 -6.44397
H 0.34474 -1.57729 -4.65546
H 1.53417 -1.92139 -2.47598
H 3.36417 -3.62578 -2.56258
*
```

Record 3
ORCA calculation (wB97M-V/def2-TZVPD) on a molecular structure, F2H10HfO5Pb.

Output
<S²> ... 0.752
E_HOMO (spin up / spin down) ... -18.9 / -19.2 eV

The geometry in ORCA input format:
```
! RIJCOSX wB97M-V def2-TZVPD def2/J DEFGRID3
* xyz 3 2
Pb 2.03566 -1.72857 1.71383
Hf -0.09385 2.33989 0.23244
F -1.00492 1.46442 -1.90785
F 0.23573 -0.10288 0.30387
O -2.31959 1.31349 0.61569
H -2.49792 0.67492 -0.07470
H -3.17259 1.47596 1.01848
O 1.85234 1.69836 -1.14644
H 2.19306 1.55461 -2.02933
H 2.42999 1.18675 -0.58004
O -0.33810 -1.04223 -2.48940
H 0.21629 -1.66766 -2.95600
H 0.03689 -0.99876 -1.60979
O 0.77901 -3.33222 0.21521
H 0.69741 -4.26552 0.01888
H -0.03263 -2.94592 -0.11376
O -0.39407 1.56033 2.55661
H 0.30701 1.01828 2.91842
H -0.92972 1.79676 3.31386
*
```

Record 4
ORCA calculation (wB97M-V/def2-TZVPD) on a single C19H23N3O5 molecule.

Output
Structure (SMILES) ... CCOC(=O)C1CCN(C(=O)CCn2c(=O)[nH]c3ccccc3c2=O)CC1
Relative energy (zero: lowest compared OMol25 entry of this formula, charge and spin) ... 0.000 eV
E_HOMO ... -8.9 eV

The geometry in ORCA input format:
```
! RIJCOSX wB97M-V def2-TZVPD def2/J DEFGRID3
* xyz 0 1
C 1.31120 -0.70917 3.43299
C 1.95266 -2.08867 3.37227
O 1.55292 -2.76719 2.17977
C 2.35830 -2.67461 1.12064
O 3.44689 -2.16187 1.14386
C 1.75798 -3.33524 -0.11480
C 2.29781 -2.64864 -1.37041
C 1.77072 -1.21524 -1.45953
N 0.32505 -1.19739 -1.43526
C -0.47779 -0.39516 -2.16207
O -1.68208 -0.33409 -1.96046
C 0.14900 0.49601 -3.22657
C 0.66891 1.77278 -2.54797
N -0.35592 2.30031 -1.65699
C -1.39304 2.98468 -2.26763
O -1.37880 3.28353 -3.43852
N -2.43050 3.34163 -1.44767
C -2.53121 3.00746 -0.12106
C -3.64851 3.35327 0.63764
C -3.70233 3.00878 1.97192
C -2.65235 2.31968 2.57079
C -1.54685 1.97272 1.82585
C -1.47421 2.31410 0.47571
C -0.31682 1.91700 -0.32595
O 0.63129 1.30096 0.12275
C -0.24008 -1.83881 -0.26158
C 0.23051 -3.28245 -0.13752
H 1.61796 -0.20259 4.34376
H 0.22712 -0.80182 3.42480
H 1.62104 -0.11327 2.57658
H 3.04413 -2.00836 3.38586
H 1.61435 -2.71754 4.19896
H 2.09216 -4.37951 -0.09405
H 3.38705 -2.61899 -1.33627
H 1.98630 -3.21137 -2.25206
H 2.14390 -0.75793 -2.37346
H 2.14588 -0.63788 -0.60572
H -0.65015 0.77395 -3.91618
H 0.94337 0.00899 -3.78787
H 0.89157 2.53371 -3.29817
H 1.54947 1.57085 -1.93660
H -3.20191 3.81264 -1.90148
H -4.46409 3.88609 0.17174
H -4.56984 3.27705 2.55599
H -2.70778 2.05736 3.61582
H -0.71644 1.43802 2.26034
H -1.32640 -1.79010 -0.35460
H 0.06155 -1.26811 0.62449
H -0.18276 -3.71846 0.77113
H -0.12926 -3.85713 -0.99324
*
```

Number 1: F_max 2.38 eV/A, calculated total energy -10898.1159 eV, M 127.19 g/mol. Number 2: F_max 3.44 eV/A, calculated total energy -98571.7605 eV, M 848.35 g/mol. Number 3: F_max 7.33 eV/A, calculated total energy -22356.6921 eV, M 513.76 g/mol. Number 4: F_max 0.66 eV/A, calculated total energy -34787.2979 eV, M 373.41 g/mol.